35
Properties=species:S:1:pos:R:3 method="wB97M-V/def2-TZVPD" homo_ev=-1.673 e_above_lowest_kcal_mol=143.8 lumo_ev=2.9202 total_charge=-1
C 0.65616 0.40660 0.15672
O 0.54015 0.06375 1.52571
H 1.71079 0.49945 -0.10260
H 0.15972 -0.28910 -0.51977
H 0.21444 1.39148 0.00511
C -1.67579 -2.48597 2.20310
O -2.54051 -1.35420 2.41655
H -0.93947 -2.55233 3.00406
H -2.13215 -3.46620 2.06527
H -1.08173 -2.28942 1.31060
H -3.43435 -1.60813 2.17535
C 1.70407 3.14470 -2.50673
O 2.27279 4.30945 -1.93480
H 2.25043 2.29869 -2.08977
H 0.65917 3.05104 -2.21089
H 1.79833 3.21949 -3.59007
H 3.22730 4.26204 -2.02569
C -2.17335 -2.02612 -2.58883
O -3.25308 -2.84781 -2.87837
H -2.07254 -1.60732 -1.58756
H -1.26674 -2.59488 -2.79540
H -2.17098 -1.17274 -3.26693
H -3.12288 -3.64658 -2.36202
C 2.11834 -3.25577 1.47462
O 3.15398 -2.89699 2.29485
H 1.30353 -3.66710 2.07043
H 1.77205 -2.45738 0.81829
H 2.50668 -4.05976 0.84941
H 3.65734 -3.64229 2.63064
C -0.83348 4.23592 0.61995
O -0.45527 3.63265 1.78530
H -1.02626 5.29565 0.78702
H -0.07223 4.23459 -0.16018
H -1.78493 3.87874 0.22592
H 0.33030 3.99599 2.20058